# 1
{"formula": "C22H23AuN4O3S", "method": "ωB97M-V/def2-TZVPD", "symbols": ["Au", "N", "C", "C", "C", "C", "C", "C", "C", "C", "C", "C", "C", "C", "N", "C", "C", "C", "C", "N", "H", "H", "H", "H", "H", "H", "H", "H", "H", "H", "O", "S", "C", "C", "C", "C", "H", "H", "H", "H", "H", "H", "H", "H", "N", "C", "C", "O", "O", "H", "H", "H", "H", "H"], "coordinates": [[0.047, 0.447, 1.786], [3.717, -6.373, -4.908], [3.236, -5.569, -4.255], [2.662, -4.569, -3.432], [2.115, -4.921, -2.197], [1.581, -3.938, -1.387], [1.614, -2.599, -1.785], [2.163, -2.259, -3.022], [2.675, -3.237, -3.850], [1.107, -1.566, -0.863], [-0.229, -1.673, -0.450], [-1.216, -2.541, -1.026], [-2.400, -2.280, -0.392], [-2.126, -1.267, 0.562], [-0.854, -0.914, 0.518], [1.994, -0.560, -0.465], [3.342, -0.353, -0.919], [3.808, 0.766, -0.290], [2.761, 1.217, 0.557], [1.702, 0.440, 0.440], [2.117, -5.952, -1.878], [1.173, -4.202, -0.423], [2.161, -1.228, -3.343], [3.090, -2.974, -4.811], [-1.038, -3.230, -1.827], [-3.354, -2.742, -0.552], [-2.810, -0.802, 1.246], [3.866, -0.969, -1.621], [4.770, 1.226, -0.388], [2.776, 2.058, 1.225], [-1.269, 2.123, 0.582], [-0.995, 2.904, -0.662], [-2.005, 4.443, -0.464], [-3.117, 4.379, -1.495], [-3.462, 2.907, -1.704], [-2.136, 2.210, -1.935], [-1.348, 5.299, -0.601], [-2.370, 4.415, 0.562], [-2.784, 4.807, -2.442], [-3.983, 4.941, -1.153], [-4.122, 2.779, -2.560], [-3.961, 2.495, -0.825], [-1.710, 2.472, -2.903], [-2.154, 1.131, -1.810], [-1.291, 1.240, 6.312], [0.043, 1.617, 5.790], [0.018, 1.203, 4.310], [0.947, 1.481, 3.545], [-1.003, 0.571, 3.947], [-1.273, 0.554, 7.070], [-1.710, 0.787, 5.425], [-1.861, 2.041, 6.602], [0.849, 1.077, 6.292], [0.246, 2.687, 5.871]], "forces_ev_per_a": [[1.178, -0.843, -1.003], [0.267, -0.488, -0.406], [0.045, -0.101, -0.092], [-0.247, 0.527, 0.444], [0.034, 0.143, -0.162], [0.025, 0.166, -0.011], [0.095, -0.231, -0.191], [-0.147, -0.008, 0.090], [-0.045, -0.133, 0.131], [0.039, 0.150, 0.195], [0.539, -0.538, -0.734], [0.741, 0.801, 0.403], [0.039, 0.613, 0.864], [-1.178, -0.277, 0.112], [1.312, 0.843, 0.452], [0.114, -1.027, -0.657], [-1.129, -0.135, 0.390], [-0.651, 0.460, 0.741], [1.083, 0.659, 0.325], [-1.614, -0.360, 0.685], [0.010, -0.051, -0.017], [-0.054, -0.025, 0.091], [0.006, 0.088, -0.053], [0.028, -0.035, -0.070], [0.095, -0.134, -0.120], [-0.204, -0.004, -0.021], [-0.193, 0.149, 0.107], [0.039, -0.158, -0.108], [0.135, 0.172, -0.013], [-0.019, 0.182, 0.137], [-0.318, -0.784, 1.505], [-0.212, 0.728, -1.275], [0.391, -0.270, -0.366], [-0.314, -0.124, -0.044], [-0.123, 0.117, -0.104], [0.256, 0.444, 0.407], [0.056, 0.036, 0.096], [0.074, -0.140, 0.036], [-0.015, 0.072, 0.016], [-0.006, 0.106, -0.056], [-0.058, -0.064, 0.013], [-0.007, -0.005, 0.021], [0.060, -0.035, -0.071], [0.145, -0.084, 0.039], [-0.583, -0.270, -0.460], [0.775, 0.173, -0.570], [-0.418, 0.160, 1.121], [0.479, -0.079, -1.616], [-0.275, -0.455, -1.234], [0.056, 0.135, -0.054], [-0.105, 0.225, 0.958], [0.132, -0.181, -0.025], [-0.172, 0.036, 0.056], [-0.162, -0.143, 0.096]], "lowdin_charge": [1.3542, 0.2023, -0.1724, -0.2043, 0.0129, -0.0065, -0.1907, -0.0179, 0.0128, -0.0235, -0.2271, 0.0287, -0.0211, -0.0994, -0.0519, -0.2176, 0.0327, -0.0128, -0.0912, -0.0175, 0.1329, 0.1291, 0.1285, 0.1329, 0.1291, 0.1159, 0.1244, 0.1229, 0.1181, 0.1247, -0.6648, 0.9497, -0.2830, -0.2264, -0.2325, -0.2957, 0.0903, 0.0957, 0.1222, 0.1243, 0.1246, 0.1179, 0.0996, 0.0849, 0.1920, -0.0160, -0.6291, -0.0007, -0.0361, 0.1835, 0.1525, 0.1848, 0.1577, 0.1566], "homo_lumo_gap_ev": [4.370, 4.332], "charge": 2, "fmax_ev_per_a": 1.8, "total_energy_ev": -49799.4441}

# 2
{"formula": "C19H11Cl4NO3", "method": "ωB97M-V/def2-TZVPD", "symbols": ["Cl", "C", "C", "Cl", "C", "O", "C", "Cl", "C", "Cl", "C", "O", "C", "C", "C", "C", "C", "C", "N", "C", "C", "C", "C", "C", "O", "C", "C", "H", "H", "H", "H", "H", "H", "H", "H", "H", "H", "H"], "coordinates": [[-4.603, -2.432, -0.625], [-2.936, -2.152, -0.836], [-1.985, -2.862, -0.164], [-2.391, -3.991, 1.052], [-0.544, -2.761, -0.505], [0.302, -3.512, -0.013], [-0.170, -1.684, -1.453], [1.432, -1.782, -2.083], [-1.113, -0.898, -2.038], [-0.674, 0.374, -3.092], [-2.569, -1.135, -1.865], [-3.407, -0.532, -2.528], [-1.514, 4.759, -0.465], [-2.122, 4.003, 0.548], [-1.693, 2.703, 0.801], [-0.631, 2.147, 0.071], [-0.183, 0.775, 0.501], [1.021, 0.242, -0.019], [1.833, -0.580, 0.753], [1.310, -1.374, 1.748], [2.046, -2.396, 2.306], [3.366, -2.595, 1.926], [3.932, -1.697, 1.015], [3.178, -0.698, 0.446], [-0.945, 0.130, 1.266], [-0.061, 2.891, -0.974], [-0.484, 4.197, -1.224], [-1.849, 5.776, -0.668], [-2.923, 4.422, 1.158], [-2.160, 2.113, 1.595], [1.507, 0.696, -0.881], [0.281, -1.196, 2.022], [1.542, -3.018, 3.041], [3.943, -3.424, 2.322], [4.981, -1.749, 0.731], [3.548, 0.024, -0.283], [0.727, 2.450, -1.577], [0.007, 4.769, -2.010]], "forces_ev_per_a": [[0.104, 0.147, 0.091], [0.695, -0.914, 0.484], [-1.061, 0.458, -0.494], [0.069, 0.055, -0.098], [1.337, -0.925, 1.093], [-1.619, 1.292, -0.959], [-0.569, 0.145, -1.451], [-0.142, -0.173, -0.038], [0.672, -0.466, 0.077], [-0.142, -0.289, -0.055], [-0.872, 1.117, -0.605], [1.296, -1.063, 1.102], [-0.028, -0.281, 0.158], [0.228, 0.023, -0.270], [0.113, 0.191, 0.036], [-0.414, 0.234, -0.208], [-0.792, -0.686, -0.061], [0.465, 1.360, 0.597], [0.038, -0.816, -0.003], [0.418, -0.035, -0.149], [0.353, 0.319, 0.083], [0.008, 0.065, -0.098], [0.118, 0.020, 0.009], [-0.905, -0.063, 0.126], [0.534, 0.529, -0.186], [-0.049, 0.073, 0.536], [-0.100, -0.235, 0.106], [0.100, -0.223, 0.078], [0.184, -0.032, -0.251], [0.255, 0.162, -0.345], [0.087, 0.013, 0.594], [0.051, 0.099, -0.317], [0.216, 0.046, -0.169], [-0.025, 0.168, -0.022], [-0.238, -0.113, 0.092], [-0.099, -0.333, 0.296], [-0.072, 0.215, 0.093], [-0.210, -0.081, 0.128]], "lowdin_charge": [0.7728, -0.5946, -0.6003, 0.7639, -0.4108, 0.0587, -0.5839, 0.8049, -0.5929, 0.8145, -0.4082, 0.0754, -0.0850, -0.0751, -0.0210, -0.1492, -0.3752, -0.1408, -0.0398, -0.0183, -0.0426, -0.0569, -0.0534, -0.0532, -0.0207, -0.0714, -0.0825, 0.1006, 0.1029, 0.1172, 0.0862, 0.1157, 0.1225, 0.1085, 0.1140, 0.1333, 0.0825, 0.1021], "homo_lumo_gap_ev": 5.304, "fmax_ev_per_a": 2.3, "total_energy_ev": -77601.1224}

# 3
{"formula": "C10H11NO3", "method": "ωB97M-V/def2-TZVPD", "symbols": ["C", "C", "C", "C", "C", "C", "C", "N", "C", "O", "C", "H", "H", "H", "H", "H", "H", "H", "H", "H", "H", "H", "O", "C", "O"], "coordinates": [[3.861, 0.301, 0.676], [2.476, 0.652, 0.109], [2.207, 1.788, -0.621], [0.894, 2.040, -1.062], [-0.089, 1.087, -0.910], [0.186, -0.065, -0.212], [-0.774, -1.200, -0.042], [-2.005, -1.246, -0.579], [-2.824, -2.427, -0.181], [-2.558, -0.173, -1.074], [1.465, -0.270, 0.326], [3.629, -0.727, 1.059], [4.571, 0.330, -0.160], [4.184, 1.065, 1.462], [2.994, 2.532, -0.922], [0.722, 3.068, -1.340], [-1.155, 1.302, -1.233], [-0.236, -2.129, 0.353], [-3.688, -2.531, -0.723], [-3.130, -2.478, 0.908], [-2.281, -3.431, -0.329], [1.642, -0.996, 1.126], [-4.470, 0.957, 0.848], [-3.359, 1.161, 1.099], [-2.262, 1.390, 1.422]], "forces_ev_per_a": [[-1.228, 0.658, 0.286], [0.988, -0.483, 0.278], [-0.166, 1.115, -1.049], [1.471, 0.210, 0.817], [-2.161, 1.579, -0.647], [-0.595, -2.047, 0.346], [0.479, -0.250, -1.152], [1.777, 0.792, 2.441], [1.883, -2.120, 1.768], [-0.181, -1.924, 0.161], [-0.407, 0.758, 0.621], [1.404, 0.921, 0.045], [0.065, -0.354, 0.454], [-0.374, -1.320, -0.876], [-0.701, -0.811, 0.733], [-0.467, -0.114, -0.751], [1.788, -0.444, 0.380], [-1.614, 1.129, -0.503], [-1.968, 0.426, -1.616], [0.567, 0.814, -1.124], [-0.270, 1.775, 0.005], [-0.179, -0.338, -0.711], [-0.019, 0.027, -0.005], [0.497, 0.145, 0.279], [-0.587, -0.142, -0.181]], "lowdin_charge": [-0.0462, -0.2954, -0.0493, -0.0658, -0.0503, -0.1956, 0.0097, -0.2491, -0.0088, -0.1213, -0.0272, 0.0740, 0.0756, 0.1001, 0.1278, 0.1017, 0.1227, 0.1495, 0.0481, 0.1118, 0.1151, 0.1169, 0.1988, -0.4317, 0.1890], "homo_lumo_gap_ev": [8.253, 8.254], "smiles": "Cc1cccc(/C=[N+](/C)[O-])c1.O=C=O", "fmax_ev_per_a": 3.3, "total_energy_ev": -18178.6541}